Molecular formula: C5H11N4
Method: DFT, ωB97M-V with the def2-TZVPD basis set

Results
* total charge: +1
* HOMO level: -12.5 eV
* largest force on an atom: 3.6 eV/A
* total energy: -11314.885 eV

CARTESIAN COORDINATES (ANGSTROEM)
C1 3.297 -0.169 -0.752
C2 1.999 -0.604 -0.733
C3 2.492 0.323 1.176
C4 -0.711 -1.244 0.270
C5 0.021 -0.152 0.679
N1 3.539 0.421 0.492
N2 1.454 -0.169 0.447
N3 -0.438 2.009 -0.919
N4 -1.976 -1.488 0.502
H1 4.110 -0.314 -1.468
H2 1.366 -1.100 -1.456
H3 2.184 0.692 2.119
H4 -0.581 0.833 0.141
H5 -0.246 -2.192 -0.179
H6 -0.083 0.221 1.682
H7 0.464 1.668 -1.346
H8 -0.993 2.611 -1.609
H9 -2.633 -1.204 1.292
H10 -0.147 2.574 -0.150
H11 -2.301 -2.354 0.139

Results of the Mulliken charge analysis, in e, for atoms 1 through 5:
1 C -0.473
2 C -0.250
3 C 0.011
4 C -0.015
5 C -0.531

Molecular formula: C10H15CdClDyF
Method: DFT, ωB97M-V with the def2-TZVPD basis set

Results
* total charge: -2
* HOMO level (alpha / beta): 0.2 / 0.3 eV
* largest force on an atom: 2.7 eV/A
* multiplicity: 6
* total energy: -54497.789 eV

CARTESIAN COORDINATES (ANGSTROEM)
Dy1 -0.256 -0.250 0.266
Cl1 -0.540 -2.660 0.838
C1 0.118 0.859 2.255
H1 -0.465 1.787 2.347
H2 1.177 1.096 2.412
H3 -0.213 0.157 3.035
Cd1 2.725 -1.544 -1.540
C2 1.647 -2.698 -3.060
C3 4.213 -2.357 -0.146
C4 1.671 0.399 -1.048
H4 4.878 -1.524 0.140
H5 3.723 -2.777 0.754
H6 4.782 -3.140 -0.673
H7 1.361 -1.989 -3.855
H8 2.314 -3.471 -3.468
H9 0.744 -3.163 -2.637
H10 2.375 1.143 -0.617
H11 1.529 0.886 -2.045
F1 -6.348 1.991 -0.504
C5 -5.044 1.555 -0.419
C6 -4.801 0.191 -0.537
C7 -3.462 -0.252 -0.465
C8 -2.473 0.695 -0.249
C9 -2.699 2.052 -0.180
C10 -4.046 2.510 -0.246
H12 -5.629 -0.509 -0.701
H13 -3.207 -1.318 -0.574
H14 -1.875 2.763 -0.079
H15 -4.297 3.566 -0.190

Results of the Mulliken charge analysis, in e, for atoms 1 through 5:
1 Dy 0.966
2 Cl -0.608
3 C -1.046
4 H 0.207
5 H 0.233

Molecular formula: C12H20N2
Method: DFT, ωB97M-V with the def2-TZVPD basis set

Results
* total charge: 0
* HOMO level (alpha / beta): -7.5 / -8.8 eV
* largest force on an atom: 6.0 eV/A
* total energy: -15741.508 eV

CARTESIAN COORDINATES (ANGSTROEM)
C1 2.144 -1.564 0.197
C2 3.265 0.426 0.997
C3 2.484 1.547 0.273
C4 1.901 -0.405 1.027
C5 1.275 0.691 0.171
C6 -0.096 0.834 -0.559
C7 -0.395 2.424 -0.711
C8 0.621 0.547 -1.916
C9 -1.317 -2.307 -0.302
C10 -1.734 -0.611 1.724
C11 -3.333 -0.788 -0.157
C12 -1.885 -0.903 0.188
N1 2.517 -2.510 -0.370
N2 -1.259 0.209 -0.531
H1 3.964 -0.020 0.341
H2 3.697 0.684 1.949
H3 2.482 2.412 0.890
H4 2.853 1.773 -0.720
H5 1.536 -0.560 2.001
H6 -1.083 2.746 -0.002
H7 -0.773 2.481 -1.615
H8 0.582 2.853 -0.461
H9 1.520 1.078 -2.261
H10 -0.221 0.793 -2.590
H11 0.772 -0.495 -1.975
H12 -1.295 -2.277 -1.327
H13 -0.287 -2.461 0.116
H14 -2.007 -3.049 0.149
H15 -0.660 -0.119 1.811
H16 -1.585 -1.442 2.364
H17 -2.627 0.089 2.030
H18 -4.070 -1.217 0.541
H19 -3.467 0.312 -0.133
H20 -3.519 -1.172 -1.138

Results of the Mulliken charge analysis, in e, for atoms 1 through 5:
1 C -0.193
2 C -1.028
3 C -0.480
4 C 0.272
5 C -0.938

Molecular formula: C3H9NO3
Method: DFT, ωB97M-V with the def2-TZVPD basis set

Results
* total charge: 0
* SMILES: O=CNCCO.O
* HOMO level: -10.4 eV
* largest force on an atom: 3.6 eV/A
* total energy: -10888.624 eV

CARTESIAN COORDINATES (ANGSTROEM)
O1 -2.763 0.577 -0.578
C1 -1.982 0.309 0.375
N1 -0.714 0.772 0.647
C2 0.387 -0.132 1.125
C3 1.550 -0.243 0.025
O2 2.595 -0.980 0.698
H1 -2.257 -0.413 1.197
H2 -0.389 1.490 0.022
H3 0.013 -1.090 1.486
H4 0.730 0.379 2.044
H5 1.737 0.766 -0.299
H6 1.375 -0.858 -0.858
H7 2.286 -1.181 1.562
O3 -0.537 0.471 -2.531
H8 -0.732 -0.335 -2.982
H9 -1.299 0.467 -1.933

Results of the Mulliken charge analysis, in e, for atoms 1 through 5:
1 O -0.618
2 C 0.121
3 N -0.161
4 C -0.772
5 C -0.124

Relative energy (zero: lowest compared OMol25 entry of this formula, charge and spin) list, top to bottom, in kcal/mol: 68.3; 0.0; 177.1; 45.2